Model i:
The following is a quantum chemistry calculation of a cluster of 3 separate species, C2H12N2O2 in total, from the Open Molecules 2025 dataset.

SMILES ... NCCN.O.O
HOMO level ... -9.58 eV

Bonds (Å) are listed after each position.
Geometry (Å):
1 N -1.761 -0.872 -2.155  C2 1.499, H5 1.016, H6 1.009
2 C -0.826 -0.518 -1.038  N1 1.499, C3 1.514, H7 1.088, H8 1.090
3 C 0.516 -0.159 -1.639  C2 1.514, N4 1.469, H9 1.098, H10 1.088
4 N 1.504 0.063 -0.574  C3 1.469, H11 1.010, H12 1.009
5 H -2.308 -0.050 -2.399  N1 1.016
6 H -2.478 -1.422 -1.706  N1 1.009
7 H -0.725 -1.409 -0.421  C2 1.088
8 H -1.194 0.294 -0.411  C2 1.090
9 H 0.837 -0.992 -2.278  C3 1.098
10 H 0.513 0.706 -2.300  C3 1.088
11 H 1.605 -0.749 0.017  N4 1.010
12 H 2.392 0.402 -0.913  N4 1.009
13 O -1.285 -0.058 3.174  H14 0.967, H15 0.939
14 H -0.787 0.752 3.000  O13 0.967
15 H -0.599 -0.547 3.587  O13 0.939
16 O 1.356 1.409 2.358  H17 0.973, H18 0.949
17 H 1.543 0.883 1.561  O16 0.973
18 H 1.697 2.267 2.136  O16 0.949

Model ii:
The following is a quantum chemistry calculation of a cluster of 3 separate species, C2H12N2O2 in total, from the Open Molecules 2025 dataset.

SMILES ... NCCN.O.O
HOMO level ... -9.86 eV

Bonds (Å) are listed after each position.
Geometry (Å):
1 N -2.030 0.411 1.763  C2 1.575, H5 1.012, H6 1.025
2 C -0.781 -0.184 1.010  N1 1.575, C3 1.589, H7 1.031, H8 1.144
3 C 0.390 0.878 1.171  C2 1.589, N4 1.499, H9 1.163, H10 1.075
4 N 0.978 1.147 -0.182  C3 1.499, H11 1.031, H12 1.037
5 H -2.493 0.712 0.915  N1 1.012
6 H -2.561 -0.388 2.123  N1 1.025
7 H -0.421 -1.021 1.492  C2 1.031
8 H -0.947 -0.535 -0.066  C2 1.144
9 H 0.999 0.228 1.918  C3 1.163
10 H 0.259 1.872 1.561  C3 1.075
11 H 1.975 0.892 -0.249  N4 1.031
12 H 0.984 2.173 -0.031  N4 1.037
13 O -0.409 -0.022 -2.880  H14 1.031, H15 0.991
14 H -0.397 -1.047 -2.988  O13 1.031
15 H 0.007 0.079 -1.986  O13 0.991
16 O 1.185 -2.067 -1.147  H17 1.016, H18 0.973
17 H 1.325 -1.182 -0.669  O16 1.016
18 H 1.936 -1.947 -1.755  O16 0.973

The structure with the greatest stability is model i.

Model i:
The following is a quantum chemistry calculation of a cluster of 3 separate species, C2H12N2O2 in total, from the Open Molecules 2025 dataset.

SMILES ... NCCN.O.O
HOMO level ... -8.99 eV

Bonds (Å) are listed after each position.
Geometry (Å):
1 N -1.977 -1.093 0.760  C2 1.457, H5 1.008, H6 1.009
2 C -1.005 -1.926 0.067  N1 1.457, C3 1.527, H7 1.086, H8 1.094
3 C 0.054 -1.065 -0.616  C2 1.527, N4 1.469, H9 1.095, H10 1.093
4 N 1.099 -0.656 0.332  C3 1.469, H11 1.007, H12 1.010
5 H -1.515 -0.452 1.385  N1 1.008
6 H -2.655 -1.618 1.292  N1 1.009
7 H -1.516 -2.597 -0.617  C2 1.086
8 H -0.450 -2.550 0.774  C2 1.094
9 H 0.435 -1.601 -1.492  C3 1.095
10 H -0.409 -0.156 -1.008  C3 1.093
11 H 1.280 0.335 0.328  N4 1.007
12 H 1.946 -1.191 0.202  N4 1.010
13 O -0.556 2.784 -0.919  H14 0.961, H15 0.961
14 H -0.836 2.033 -0.388  O13 0.961
15 H -0.321 2.481 -1.800  O13 0.961
16 O 2.306 2.259 0.232  H17 0.972, H18 0.966
17 H 1.500 2.794 0.322  O16 0.972
18 H 2.621 2.219 1.145  O16 0.966

Model ii:
The following is a quantum chemistry calculation of a cluster of 3 separate species, C2H12N2O2 in total, from the Open Molecules 2025 dataset.

SMILES ... NCCN.O.O
HOMO level ... -9.22 eV

Bonds (Å) are listed after each position.
Geometry (Å):
1 N -1.274 -2.174 2.217  C2 1.599, H5 1.192, H6 1.064
2 C -0.204 -1.014 2.472  N1 1.599, C3 1.541, H7 1.069, H8 1.080
3 C 1.168 -1.405 1.891  C2 1.541, N4 1.530, H9 1.152, H10 1.140
4 N 1.132 -1.292 0.366  C3 1.530, H11 0.995, H12 0.973
5 H -0.658 -3.194 2.196  N1 1.192
6 H -1.487 -2.186 1.175  N1 1.064
7 H -0.228 -0.887 3.534  C2 1.069
8 H -0.505 -0.049 2.092  C2 1.080
9 H 1.955 -0.676 2.312  C3 1.152
10 H 1.347 -2.482 2.221  C3 1.140
11 H 0.983 -0.356 0.062  N4 0.995
12 H 0.561 -2.022 0.070  N4 0.973
13 O -2.462 -1.507 -5.110  H14 0.962, H15 0.967
14 H -2.596 -0.822 -5.772  O13 0.962
15 H -3.264 -2.020 -4.942  O13 0.967
16 O 1.935 6.649 -0.636  H17 0.938, H18 0.982
17 H 2.150 5.942 -0.058  O16 0.938
18 H 1.171 6.385 -1.194  O16 0.982

The structure with the greatest stability is model i.

Model i:
The following is a quantum chemistry calculation of an isolated molecule of C4H4N2O2, from the Open Molecules 2025 dataset.

SMILES ... N#C/C=C(/N)OC=O
HOMO level ... -9.20 eV

Bonds (Å) are listed after each position.
Geometry (Å):
1 N -2.841 0.374 0.824  C2 1.264
2 C -1.607 0.578 1.011  N1 1.264, C3 1.525
3 C -0.112 0.672 1.295  C2 1.525, C4 1.319, H9 1.090
4 C 0.500 0.510 0.138  C3 1.319, N5 1.383, O6 1.480
5 N 1.807 0.073 0.250  C4 1.383, H10 1.046, H11 1.072
6 O 0.045 0.277 -1.250  C4 1.480, C7 1.383
7 C -0.804 -0.778 -1.536  O6 1.383, O8 1.210, H12 1.246
8 O -1.176 -1.759 -0.934  C7 1.210
9 H 0.194 0.368 2.296  C3 1.090
10 H 2.474 0.027 -0.554  N5 1.046
11 H 2.316 0.098 1.194  N5 1.072
12 H -0.797 -0.440 -2.735  C7 1.246

Model ii:
The following is a quantum chemistry calculation of an isolated molecule of C4H4N2O2, from the Open Molecules 2025 dataset.

SMILES ... N#C/C(N)=C(/O)C=O
HOMO level ... -8.93 eV

Bonds (Å) are listed after each position.
Geometry (Å):
1 N 1.044 -2.602 0.161  C2 1.158
2 C 0.648 -1.516 0.229  N1 1.158, C3 1.640
3 C 0.717 0.107 0.007  C2 1.640, N4 1.349, C5 1.337
4 N 1.862 0.750 0.318  C3 1.349, H9 1.019, H10 1.017
5 C -0.538 0.512 -0.212  C3 1.337, O6 1.369, C7 1.507
6 O -0.977 1.773 0.088  C5 1.369, H11 0.980
7 C -1.549 -0.603 -0.277  C5 1.507, O8 1.232, H12 1.104
8 O -2.658 -0.431 0.232  C7 1.232
9 H 2.129 1.467 -0.354  N4 1.019
10 H 2.650 0.209 0.665  N4 1.017
11 H -1.946 1.688 0.213  O6 0.980
12 H -1.382 -1.354 -1.069  C7 1.104

The structure with the greatest stability is model ii.